1.
Entry from the OMol25 dataset: a 8-piece molecular cluster, C16H48O8 overall (the ωB97M-V functional and the def2-TZVPD basis).

Results
Electronic energy ... -1240.2150 hartree
Energy above the lowest of the compared OMol25 structures with the same formula, charge and spin ... 244.3 kJ/mol
SMILES ... CCO.CCO.CCO.CCO.CCO.CCO.CCO.CCO
Largest force on an atom ... 1.8 eV/A
Net charge ... 0
Kohn-Sham gap ... 9.854 eV

Element x y z (Å)
C -39.51 6.69 -5.19
H -32.97 6.05 -1.73
O -35.21 4.58 -1.29
H -35.73 11.38 -5.37
H -33.50 3.80 -0.48
H -35.43 8.96 -10.09
H -29.67 4.87 -5.89
C -32.94 5.04 -2.15
H -38.49 8.18 -3.86
H -34.69 9.39 -4.31
H -37.48 1.52 -8.30
O -40.91 6.53 -4.95
C -36.69 1.18 -7.64
H -34.50 5.02 -5.22
H -35.94 0.71 -8.29
C -30.32 5.33 -6.63
H -33.98 6.50 -7.23
H -35.92 10.32 -9.14
O -36.96 2.96 -6.04
H -33.16 5.14 -3.21
H -38.50 8.53 -5.57
H -37.68 8.72 -9.01
H -37.10 0.48 -6.91
C -34.11 6.91 -6.22
H -30.04 8.01 -8.37
O -33.83 11.06 -3.45
O -36.23 5.78 -5.97
H -38.04 -0.02 -2.94
H -34.66 9.18 -8.50
C -36.05 11.04 -4.39
H -39.29 6.52 -6.24
O -30.12 7.06 -8.34
C -36.00 2.30 -6.88
H -38.74 1.62 -3.19
O -36.46 7.09 -8.51
H -33.09 10.54 -3.77
H -31.31 5.53 -6.22
H -30.50 4.59 -7.41
C -36.70 1.70 -2.62
H -34.63 7.86 -6.41
H -36.44 6.75 -7.60
H -35.55 3.03 -7.56
C -35.59 9.28 -9.06
H -38.95 5.96 -4.59
H -33.92 3.10 -1.96
H -36.48 4.93 -5.59
H -37.68 0.89 -4.38
O -36.54 3.00 -3.25
H -35.20 1.92 -6.24
C -33.88 4.08 -1.48
C -34.99 10.22 -3.67
C -37.86 0.99 -3.30
C -34.94 6.02 -5.35
H -35.16 5.33 -0.69
H -28.53 6.15 -7.39
H -35.78 1.15 -2.87
H -35.08 6.52 -4.38
H -36.56 3.05 -5.16
C -36.75 8.46 -8.50
H -36.28 11.90 -3.76
H -31.93 4.63 -2.08
H -36.94 1.81 -1.56
H -41.13 5.63 -5.22
H -36.96 8.84 -7.48
H -33.09 7.13 -5.92
C -39.10 8.09 -4.77
H -39.97 8.70 -4.47
C -29.54 6.52 -7.17
H -29.43 7.30 -6.40
H -36.99 10.48 -4.40
H -36.12 3.54 -2.55
H -35.37 9.82 -2.73



2.
Entry from the OMol25 dataset: a 8-piece molecular cluster, C16H48O8 overall (the ωB97M-V functional and the def2-TZVPD basis).

Results
Electronic energy ... -1240.3081 hartree
Energy above the lowest of the compared OMol25 structures with the same formula, charge and spin ... 0.0 kJ/mol
SMILES ... CC(C)O.CC(C)O.CC(C)O.CC(C)O.CCO.CCO.O.O
Largest force on an atom ... 1.3 eV/A
Net charge ... 0
Kohn-Sham gap ... 10.176 eV

Element x y z (Å)
H 10.41 -17.84 -11.18
C 10.93 -17.35 -4.41
O 9.80 -17.68 -6.50
H 10.62 -19.67 -9.52
H 11.19 -17.74 -3.42
C 10.36 -24.87 -6.95
C 11.41 -18.91 -9.56
H 11.86 -17.06 -4.90
H 11.91 -26.12 -9.42
H 10.24 -17.12 -9.56
H 17.40 -17.29 -7.78
H 12.29 -20.44 -2.44
C 16.46 -17.04 -7.26
H 15.06 -25.42 -5.82
H 14.00 -18.50 -3.01
H 12.50 -20.63 -7.30
H 14.38 -21.03 -4.62
H 16.70 -24.29 -9.07
H 14.21 -23.93 -5.55
O 11.75 -25.42 -8.78
C 10.92 -17.64 -10.24
H 8.11 -18.30 -4.73
O 12.85 -21.49 -7.02
H 9.09 -19.07 -3.57
C 15.28 -17.41 -8.15
C 16.54 -24.59 -8.04
H 10.46 -17.92 -7.17
H 16.45 -17.60 -6.32
H 14.58 -20.67 -1.87
H 9.77 -24.94 -9.05
C 15.11 -24.34 -6.01
C 14.20 -19.01 -3.96
H 14.10 -16.46 -6.84
H 16.15 -19.04 -9.24
H 13.48 -18.59 -4.66
H 11.87 -20.61 -4.14
H 10.89 -25.52 -6.25
C 8.97 -18.97 -4.65
H 14.37 -22.28 -7.45
H 16.57 -25.68 -7.95
H 15.27 -16.74 -9.02
C 12.60 -20.92 -3.38
H 10.39 -16.41 -4.33
O 12.51 -22.90 -9.81
H 8.75 -19.93 -5.11
H 12.69 -18.25 -8.20
H 13.12 -22.46 -9.21
H 10.11 -26.54 -8.23
H 10.90 -19.14 -5.59
H 15.97 -23.94 -5.46
H 12.23 -19.36 -10.14
H 12.49 -21.99 -3.25
O 14.05 -17.23 -7.41
H 14.40 -24.57 -8.01
C 10.21 -18.34 -5.29
H 15.21 -18.85 -4.30
O 15.19 -22.67 -7.79
C 10.37 -25.48 -8.33
H 15.47 -19.48 -7.65
C 15.33 -18.87 -8.54
H 11.76 -16.97 -10.43
O 11.81 -18.66 -8.21
H 16.58 -15.96 -7.14
C 14.00 -20.51 -3.73
H 12.18 -21.84 -6.42
O 14.94 -20.93 -2.72
H 10.91 -23.93 -6.93
H 14.39 -19.18 -9.00
H 9.36 -24.71 -6.55
H 12.34 -23.76 -9.40
H 17.37 -24.21 -7.44
C 15.24 -24.07 -7.50



3.
Entry from the OMol25 dataset: C16H49AsF6N11O7 as an isolated structure (the ωB97M-V functional and the def2-TZVPD basis).

Results
Electronic energy ... -4603.1215 hartree
Energy above the lowest of the compared OMol25 structures with the same formula, charge and spin ... 0.0 kJ/mol
Spin multiplicity ... 2
Largest force on an atom ... 8.4 eV/A
Net charge ... -2
Expectation value of S² ... 0.75
Kohn-Sham gap (alpha / beta) ... 2.725 / 7.970 eV

Element x y z (Å)
H -4.50 -2.74 -6.21
N -3.34 3.40 2.05
C 4.69 3.95 2.49
C -3.74 -3.15 -0.08
C -1.38 -1.85 -3.10
H -2.52 2.82 2.12
N 5.30 3.11 3.47
F 0.50 2.40 1.81
H 2.88 2.70 2.32
C 3.19 3.71 2.54
N 0.49 -2.54 0.70
H -5.56 0.54 -0.42
O 4.12 0.51 3.56
N 4.53 -1.74 3.46
H -0.42 -2.85 1.00
H -4.35 1.16 -1.36
F -1.77 0.96 1.93
As -0.31 1.01 0.90
C -3.01 -3.40 -5.09
H -3.63 -5.03 0.97
H 2.63 -1.89 0.00
C -4.63 -1.92 0.04
O 3.41 1.07 -4.62
H -5.65 -2.21 -0.23
H 5.02 2.16 3.32
H -4.98 -4.69 -0.24
H -4.96 1.18 3.38
C -4.49 0.41 -0.59
O -5.56 3.34 2.32
H -2.98 -4.91 -6.53
N 4.05 1.36 -2.54
O 0.83 -4.36 -0.45
H 6.13 7.69 3.82
H 7.49 7.38 2.80
H 4.69 5.76 3.87
H -1.76 -2.78 -2.68
H 3.80 1.81 -1.67
H 1.74 -0.55 3.95
O -0.96 -2.16 -4.41
H -3.36 1.28 2.56
H -2.79 -2.42 1.49
H 2.98 -3.24 -1.00
C 1.23 -3.32 -0.03
C 4.94 5.44 2.86
H -3.72 -3.41 -1.14
C -3.50 -4.73 -5.59
H 2.80 3.85 3.55
H -3.36 -3.27 -4.07
H 2.32 -2.11 4.04
O 6.25 5.95 2.64
H -3.24 -5.59 -4.99
H -2.50 -1.93 0.06
H -4.71 -1.56 1.07
H -4.58 -4.72 -5.72
H -0.56 -1.41 -2.53
F 0.34 -0.23 2.05
H 5.50 -1.61 3.20
H 1.85 0.92 -2.07
H 1.22 0.86 -3.78
H 4.98 1.52 -2.90
C -1.47 -3.26 -5.08
H -3.96 0.78 0.28
F -1.09 2.22 -0.20
C 6.41 7.32 2.83
N 2.56 -1.14 3.96
H 2.74 4.44 1.87
N -3.58 -2.41 -5.92
C -4.36 -4.32 0.58
N -4.23 1.67 2.87
H -3.26 4.40 2.01
H 5.14 3.77 1.51
H 5.96 8.02 2.13
C 3.13 1.11 -3.50
F -1.09 -0.25 0.02
O -4.17 -0.93 -0.90
H 0.63 -1.54 0.75
H 4.27 5.96 2.18
H -3.01 -2.56 -6.74
H -5.07 -4.06 1.36
H 4.23 -2.61 3.86
F 1.17 0.89 -0.24
H -0.97 -4.11 -4.61
C -4.47 2.86 2.39
H -2.16 -1.11 -2.93
H -1.10 -3.18 -6.11
N 1.92 1.03 -3.08
N -2.52 -2.79 0.59
H 5.11 3.33 4.44
N 2.36 -2.81 -0.31
C 3.77 -0.68 3.68



4.
Entry from the OMol25 dataset: a 7-piece molecular cluster, C16H49N2O11 overall (the ωB97M-V functional and the def2-TZVPD basis).

Results
Electronic energy ... -1575.7844 hartree
Energy above the lowest of the compared OMol25 structures with the same formula, charge and spin ... 0.0 kJ/mol
Largest force on an atom ... 3.5 eV/A
Net charge ... +1
Kohn-Sham gap ... 9.303 eV

Element x y z (Å)
O 4.62 -29.93 -28.89
H 2.68 -29.60 -28.04
H 9.21 -31.24 -31.34
H 7.13 -24.76 -32.17
H 11.08 -28.22 -32.92
H 7.88 -29.77 -34.29
H 4.23 -30.21 -29.72
H 4.42 -24.72 -33.12
H 9.89 -27.24 -32.16
H 6.40 -23.29 -32.92
O 11.39 -26.32 -33.20
H 8.88 -25.61 -26.70
O 7.61 -27.17 -27.27
H 5.79 -27.67 -34.28
C 5.19 -28.49 -34.66
C 5.47 -23.93 -31.09
C 8.64 -26.29 -27.52
C 6.21 -24.22 -32.39
N 4.77 -29.04 -32.48
O 8.92 -26.12 -30.01
H 9.54 -26.88 -27.73
H 5.86 -29.35 -34.69
C 3.61 -29.12 -28.36
H 1.79 -28.92 -30.08
H 5.25 -24.81 -29.42
H 6.71 -29.59 -29.33
C 3.33 -28.09 -29.44
H 9.61 -29.26 -29.89
H 9.00 -30.15 -27.71
H 7.57 -24.92 -28.91
H 7.64 -28.37 -28.81
H 4.77 -30.04 -32.56
C 8.67 -30.66 -28.61
H 7.50 -31.18 -30.99
H 7.78 -31.29 -28.58
H 10.98 -25.51 -32.88
H 4.53 -23.41 -31.26
C 2.93 -29.57 -34.18
H 5.92 -26.55 -31.31
H 6.11 -27.92 -32.03
H 2.65 -29.32 -35.21
H -0.05 -30.30 -32.97
C 8.65 -29.78 -29.87
C 10.96 -27.32 -32.31
H 2.61 -27.35 -29.09
O 11.78 -26.15 -30.25
C 8.52 -25.44 -28.80
H 9.88 -26.12 -29.98
H 3.25 -30.61 -34.29
H 11.42 -28.22 -30.45
H 7.90 -31.38 -33.53
O 8.11 -29.73 -32.26
O 6.57 -27.20 -31.58
O 1.85 -29.43 -33.29
H 12.92 -27.58 -31.18
H 4.20 -27.61 -29.89
N 7.43 -28.95 -29.61
H 0.48 -30.35 -34.63
H 12.65 -25.75 -30.35
H 1.17 -31.43 -33.36
O 2.65 -28.76 -30.45
H 7.20 -27.45 -30.90
H 3.96 -28.70 -27.42
C 8.28 -30.35 -33.46
H 4.12 -28.86 -31.73
H 6.06 -23.17 -30.57
C 11.86 -27.40 -31.02
C 8.36 -30.56 -31.21
H 9.28 -24.66 -28.74
C 0.83 -30.42 -33.60
H 6.79 -26.68 -27.19
O 5.33 -25.02 -33.23
H 4.97 -28.08 -35.64
O 5.33 -25.13 -30.33
H 9.35 -30.39 -33.64
C 4.08 -28.62 -33.69
H 3.68 -27.63 -33.49
H 9.53 -31.30 -28.80



5.
Entry from the OMol25 dataset: a 8-piece molecular cluster, C16H49NO8 overall (the ωB97M-V functional and the def2-TZVPD basis).

Results
Electronic energy ... -1295.5253 hartree
Spin multiplicity ... 2
Largest force on an atom ... 2.5 eV/A
Net charge ... -1
Expectation value of S² ... 0.75
Kohn-Sham gap (alpha / beta) ... 1.819 / 8.348 eV

Element x y z (Å)
O 1.09 3.07 1.89
H 3.48 1.91 -1.27
O -0.29 -5.12 -2.55
C 0.39 -4.40 -1.50
H 3.04 -0.35 -0.06
H -0.66 -6.76 -1.33
H -1.65 2.69 1.42
H 0.59 -7.01 -2.37
C 1.64 -1.99 3.21
C 0.38 -2.91 -1.76
H 3.08 1.92 0.50
C 3.80 1.64 -0.27
C -0.38 -6.52 -2.35
O 0.51 1.77 -2.40
C 0.16 3.72 -1.22
C -0.01 2.99 2.82
H -0.21 4.75 -1.18
H -3.16 -0.65 3.16
C -1.38 3.38 2.22
H 0.93 -1.40 -3.20
H -0.03 1.95 3.15
C -3.01 -0.16 2.20
H 0.49 1.16 -0.63
N 0.94 -2.14 -0.68
H 4.49 -0.08 0.83
H 2.02 -2.80 -3.14
O 0.50 0.76 0.24
H 1.20 -2.46 2.32
H -0.98 3.16 -3.03
O 5.08 2.16 -0.06
C -2.42 -1.11 1.05
H -3.91 0.33 1.82
H -3.39 1.87 0.00
C 1.35 -0.50 3.48
H -0.63 -2.50 -1.76
C -4.42 1.41 -1.91
O -5.63 1.69 -1.14
C 0.02 3.06 -2.60
O -1.04 -1.27 1.21
H -0.04 -4.65 -0.53
H -3.04 3.01 -1.19
H -6.40 1.64 -1.71
H 4.66 -0.27 -0.91
H -1.34 4.40 1.84
H 3.24 -2.40 2.09
H 1.12 -1.18 -0.94
H -0.49 -0.52 0.99
H 0.24 1.19 -3.12
H 1.89 -0.09 4.33
H -1.05 -6.98 -3.08
H 0.77 3.48 -3.28
H -2.25 0.57 2.46
H -2.38 1.38 -1.37
H 0.22 3.46 3.77
H -4.45 1.80 -2.92
H 1.81 3.49 2.36
H -4.27 0.33 -1.98
H 5.38 2.27 0.85
H 1.04 1.35 0.77
H -2.56 -0.74 0.03
C -3.26 1.95 -1.08
H 0.40 -2.91 -3.93
H -2.89 -2.09 1.13
H -0.38 3.31 -0.38
H 1.20 3.65 -0.89
C 0.98 -2.49 -3.11
C 4.01 0.13 -0.13
H 0.29 -2.00 0.08
H 1.48 0.18 2.64
H 1.44 -4.72 -1.55
H -2.13 3.21 3.00
H 1.41 -2.60 4.08
O 3.03 -2.05 2.96
H 0.28 -0.42 3.69



6.
Entry from the OMol25 dataset: a 7-piece molecular cluster, C16H50N4O7 overall (the ωB97M-V functional and the def2-TZVPD basis).

Results
Electronic energy ... -1385.2273 hartree
Energy above the lowest of the compared OMol25 structures with the same formula, charge and spin ... 35.0 kJ/mol
SMILES ... COC[C@H](C)N.COC[C@H](C)N.COC[C@H](C)N.COC[C@H](C)N.O.O.O
Largest force on an atom ... 2.5 eV/A
Net charge ... 0
Kohn-Sham gap ... 9.234 eV

Element x y z (Å)
O -10.38 5.66 2.09
O -16.06 5.16 0.20
H -15.50 10.01 2.49
H -14.64 7.79 0.21
H -22.38 12.04 2.97
H -13.72 3.61 3.03
C -17.54 7.66 -2.36
C -9.29 5.33 1.30
H -13.15 13.56 1.17
H -19.53 6.93 -0.58
H -17.98 8.40 0.74
C -19.75 7.01 -3.26
H -9.25 5.78 0.29
H -11.88 12.00 3.47
H -15.28 8.65 -3.13
H -13.99 12.74 -0.18
H -19.72 8.32 2.43
C -13.26 10.68 1.21
H -17.62 9.84 1.75
N -19.07 6.18 -1.07
H -9.20 4.23 1.23
C -13.78 11.00 2.61
H -16.44 10.06 -3.34
C -11.61 5.15 1.75
C -16.13 9.06 -3.71
C -13.02 12.87 0.33
C -13.90 4.68 2.81
O -14.93 7.61 1.12
H -13.02 9.23 -0.79
H -17.00 5.04 0.03
H -20.20 7.89 -2.81
C -12.59 5.40 2.93
H -18.05 5.75 -2.87
H -20.29 11.20 1.57
H -17.90 8.57 -1.84
H -8.42 5.71 1.85
C -20.29 10.39 2.33
H -23.10 10.77 4.06
H -14.17 10.46 0.63
H -19.40 7.17 -4.26
H -14.35 4.80 1.81
H -18.47 9.92 0.18
H -16.68 7.29 -1.76
H -12.06 5.17 3.86
H -12.05 5.61 0.85
H -11.93 7.35 2.81
H -12.51 8.03 -1.59
H -19.69 5.38 -1.20
H -20.66 9.19 -0.15
H -21.45 11.45 4.37
H -19.60 10.69 3.14
O -12.45 11.66 0.65
H -13.04 11.35 4.60
C -18.60 6.55 -2.36
H -12.11 10.21 3.75
H -14.48 9.14 3.35
H -14.28 11.95 2.42
H -16.01 6.08 0.51
N -20.59 8.53 0.62
O -17.12 8.02 -3.64
O -13.30 8.53 -1.39
C -12.59 11.20 3.61
C -22.18 11.15 3.58
N -12.81 6.87 2.96
H -14.16 7.20 1.56
O -21.60 10.13 2.82
H -21.47 8.31 1.05
H -15.85 9.07 -4.77
N -14.77 10.09 3.17
H -12.33 13.33 -0.40
H -14.61 5.04 3.55
H -12.69 9.73 1.28
H -20.51 6.21 -3.33
H -11.59 4.08 1.58
C -18.37 9.36 1.11
H -13.06 7.07 3.92
C -19.75 9.12 1.67



Please write out number 5 again, unchanged.
Entry from the OMol25 dataset: a 8-piece molecular cluster, C16H49NO8 overall (the ωB97M-V functional and the def2-TZVPD basis).

Results
Electronic energy ... -1295.5253 hartree
Spin multiplicity ... 2
Largest force on an atom ... 2.5 eV/A
Net charge ... -1
Expectation value of S² ... 0.75
Kohn-Sham gap (alpha / beta) ... 1.819 / 8.348 eV

Element x y z (Å)
O 1.09 3.07 1.89
H 3.48 1.91 -1.27
O -0.29 -5.12 -2.55
C 0.39 -4.40 -1.50
H 3.04 -0.35 -0.06
H -0.66 -6.76 -1.33
H -1.65 2.69 1.42
H 0.59 -7.01 -2.37
C 1.64 -1.99 3.21
C 0.38 -2.91 -1.76
H 3.08 1.92 0.50
C 3.80 1.64 -0.27
C -0.38 -6.52 -2.35
O 0.51 1.77 -2.40
C 0.16 3.72 -1.22
C -0.01 2.99 2.82
H -0.21 4.75 -1.18
H -3.16 -0.65 3.16
C -1.38 3.38 2.22
H 0.93 -1.40 -3.20
H -0.03 1.95 3.15
C -3.01 -0.16 2.20
H 0.49 1.16 -0.63
N 0.94 -2.14 -0.68
H 4.49 -0.08 0.83
H 2.02 -2.80 -3.14
O 0.50 0.76 0.24
H 1.20 -2.46 2.32
H -0.98 3.16 -3.03
O 5.08 2.16 -0.06
C -2.42 -1.11 1.05
H -3.91 0.33 1.82
H -3.39 1.87 0.00
C 1.35 -0.50 3.48
H -0.63 -2.50 -1.76
C -4.42 1.41 -1.91
O -5.63 1.69 -1.14
C 0.02 3.06 -2.60
O -1.04 -1.27 1.21
H -0.04 -4.65 -0.53
H -3.04 3.01 -1.19
H -6.40 1.64 -1.71
H 4.66 -0.27 -0.91
H -1.34 4.40 1.84
H 3.24 -2.40 2.09
H 1.12 -1.18 -0.94
H -0.49 -0.52 0.99
H 0.24 1.19 -3.12
H 1.89 -0.09 4.33
H -1.05 -6.98 -3.08
H 0.77 3.48 -3.28
H -2.25 0.57 2.46
H -2.38 1.38 -1.37
H 0.22 3.46 3.77
H -4.45 1.80 -2.92
H 1.81 3.49 2.36
H -4.27 0.33 -1.98
H 5.38 2.27 0.85
H 1.04 1.35 0.77
H -2.56 -0.74 0.03
C -3.26 1.95 -1.08
H 0.40 -2.91 -3.93
H -2.89 -2.09 1.13
H -0.38 3.31 -0.38
H 1.20 3.65 -0.89
C 0.98 -2.49 -3.11
C 4.01 0.13 -0.13
H 0.29 -2.00 0.08
H 1.48 0.18 2.64
H 1.44 -4.72 -1.55
H -2.13 3.21 3.00
H 1.41 -2.60 4.08
O 3.03 -2.05 2.96
H 0.28 -0.42 3.69



Question: Which value of largest force on an atom does entry 3 give?
Answer: 8.4 eV/A



Question: Look up the largest force on an atom of the third one.
Answer: 8.4 eV/A



Question: Which of these has the highest electronic energy?
Answer: number 1